Entry 1:
Formula: C22H39Cl2HgN4O3S
Source: the Open Molecules 2025 dataset
Level of theory: the ωB97M-V functional and the def2-TZVPD basis

Properties
Calculated total energy (eV): -75605.4430
Relative energy (zero: lowest compared OMol25 entry of this formula, charge and spin) (kJ/mol): 0.0
Largest force on an atom (eV/Å): 4.61

```
! wB97M-V def2-TZVPD RIJCOSX def2/J DEFGRID3
* xyz -1 1
Hg 0.66705 -2.28989 -0.40594
Cl -0.09686 -1.74848 -2.60155
Cl 1.81878 -2.76519 1.63535
S -1.33292 -4.24464 0.01713
O -2.08234 2.05142 -0.71391
O -0.76669 -0.50288 0.97992
O 1.81297 -0.02787 -0.51472
N -0.78472 1.01382 2.69371
N -1.79442 1.92705 -2.97605
N -3.35493 -2.51168 -0.12648
N -2.64001 -3.01871 2.02433
C 4.10658 -0.03095 -1.02540
C 4.37963 -1.28433 -0.45024
C -1.18719 1.30480 -4.13876
C 2.90761 2.17625 -0.62344
C 2.82777 0.67732 -0.69955
C 5.00211 0.50138 -1.97134
C -2.49449 -3.19869 0.66860
C -3.79975 -1.17308 0.27038
C -2.11077 1.50492 2.34516
C -1.59188 -3.51300 2.91121
C 6.43176 -1.44096 -1.73180
C -3.35446 -2.76141 -1.56061
C -2.67504 3.05222 -3.23047
C 1.51234 2.63224 -0.52654
C -0.32623 1.25486 4.05249
C 6.16057 -0.19659 -2.31467
C -3.98888 -3.19806 2.57118
C 5.53584 -1.97883 -0.79662
C -1.57435 1.50961 -1.71042
C 0.96985 3.45797 0.52516
C 3.79716 2.61107 0.54771
C -0.22997 0.01006 1.97411
H 3.80141 3.70506 0.62450
H -0.55488 2.29153 4.32630
H 5.73453 -2.94566 -0.33086
H -4.28805 -2.36316 -1.97060
H -0.49225 2.00264 -4.63125
H 3.31179 2.53564 -1.58456
H -0.89367 0.63884 -1.64212
H -3.29630 -3.84151 -1.73108
H -4.80466 -1.02205 -0.14201
H 0.75947 -0.30769 2.35707
H -0.65069 0.39984 -3.83272
H -2.49521 -2.28262 -2.05618
H 0.75443 1.08143 4.09764
H 3.67697 -1.70574 0.27331
H -3.13478 -0.38638 -0.11158
H -4.73231 -2.84114 1.85603
H 1.42807 4.46078 0.56584
H 3.41425 2.18517 1.48558
H -2.11199 3.87630 -3.68798
H 1.08917 3.00857 1.52691
H -3.11838 3.37954 -2.28889
H -0.82678 0.58802 4.77492
H -3.45909 2.75279 -3.93697
H -1.51884 -4.60938 2.86486
H -1.84918 -3.20131 3.93014
H -3.83627 -1.10888 1.35864
H 7.33427 -1.99102 -2.00147
H -4.18983 -4.25668 2.80612
H -1.96910 1.03916 -4.86546
H 4.77410 1.45959 -2.44134
H -2.14793 1.77145 1.27857
H -0.62266 -3.09006 2.62398
H -2.89134 0.75986 2.57050
H -0.10929 3.58794 0.35885
H 4.82516 2.26537 0.39654
H 0.84902 2.35517 -1.34054
H -4.05688 -2.62232 3.50251
H 6.85100 0.23854 -3.03977
H -2.29739 2.39265 2.95868
*
```

Entry 2:
Formula: C22H39F5IrN4OSeSi
Source: the Open Molecules 2025 dataset
Level of theory: the ωB97M-V functional and the def2-TZVPD basis

Properties
<S²>: 8.784
Calculated total energy (eV): -121089.8335
Relative energy (zero: lowest compared OMol25 entry of this formula, charge and spin) (kJ/mol): 64.4
Largest force on an atom (eV/Å): 0.55

```
! wB97M-V def2-TZVPD RIJCOSX def2/J DEFGRID3
* xyz 2 6
Ir 1.77738 -1.23636 0.83265
Se -1.01424 -0.61736 0.85525
Si 1.11579 0.03677 -2.38657
F 4.65956 -2.18997 -1.28727
F 4.53729 -4.98280 -0.99624
F 3.47830 -5.07660 -2.89211
F 5.51197 -4.30636 -2.81601
F 2.64102 -3.03264 -1.25359
O 1.42826 -0.19732 -0.76680
N 1.07098 -2.47228 2.68770
N -2.90701 1.40604 0.34787
N 3.57164 -2.46487 1.55789
N -0.90741 2.27449 0.66534
C 0.88633 2.89075 2.28204
C 3.41871 -3.01454 2.92219
C 1.01543 1.73295 3.27055
C 0.33498 1.71850 -2.59511
C -4.84259 -1.13514 -1.76186
C -3.95390 4.92478 0.00830
C -4.25939 -2.43701 -1.21144
C -4.16740 3.57012 0.02570
C -3.97230 0.43671 0.02785
C -3.04627 2.76930 0.26384
C -0.08214 -1.27476 -2.95763
C -3.97758 0.08932 -1.46002
C -1.77789 3.32071 0.47447
C 2.01191 -3.56336 3.02706
C 2.27880 0.90678 3.05388
C -2.66867 5.48371 0.22515
C 4.35420 -4.37613 -2.18976
C -1.56566 4.70184 0.45837
C 3.80530 -2.97605 -1.92095
C 0.53700 2.46080 0.85609
C 2.63476 -0.00618 -3.46022
C -1.60535 1.11875 0.58770
H 0.12580 1.89579 -3.65310
H 3.59942 -3.25093 0.91415
H -4.29652 -2.48017 -0.12013
H 3.58141 -2.21587 3.64703
H 1.01887 2.50336 -2.25526
H -3.81731 -0.44738 0.63867
H 3.15829 1.54223 2.94128
H -2.94855 -0.10417 -1.78124
H -4.33581 0.95305 -2.02544
H 1.03224 1.54031 0.55858
H 1.87436 -4.36897 2.30509
H 1.04823 2.14540 4.27992
H 4.14587 -3.80155 3.11712
H 2.22515 0.30242 2.11638
H -5.15112 3.15154 -0.13729
H 1.82966 3.43938 2.24695
H -0.41073 -1.08224 -3.98177
H -0.59004 5.13806 0.62608
H 0.12705 3.59020 2.63979
H 3.20722 -0.91670 -3.26884
H -0.60788 1.81451 -2.04334
H -4.78800 5.58684 -0.18080
H 0.13397 -2.84197 2.56700
H -4.82014 -3.29402 -1.58286
H 0.83986 3.22779 0.14512
H 0.38443 -2.26499 -2.93166
H 1.82589 -3.96227 4.02324
H 4.45462 -1.97742 1.44440
H 3.30431 0.83575 -3.26972
H 0.12576 1.09498 3.22401
H -4.91549 0.89091 0.32503
H -2.55786 6.55996 0.21255
H -3.21936 -2.55927 -1.52714
H 2.36973 -0.02163 -4.51899
H -4.94047 -1.21529 -2.84439
H -5.84987 -0.97965 -1.36530
H 2.45981 0.22004 3.88241
H -0.96781 -1.30677 -2.31167
H 1.02319 -1.82381 3.46981
*
```

Entry 3:
Formula: C22H39F6N3O4PS4
Source: the Open Molecules 2025 dataset
Level of theory: the ωB97M-V functional and the def2-TZVPD basis

Properties
Calculated total energy (eV): -105027.6742
Largest force on an atom (eV/Å): 3.79

```
! wB97M-V def2-TZVPD RIJCOSX def2/J DEFGRID3
* xyz 1 1
S -0.45078 2.98105 5.20846
S -2.38016 7.91054 2.95996
S -1.08795 -1.95573 2.74852
S 0.62347 0.78300 -1.79324
P -1.68390 -2.95938 1.20485
F 2.75499 0.19948 -0.22717
F -0.83228 -2.07090 -3.65779
F 2.71067 2.17154 1.32989
F 2.89640 2.01084 -1.41627
F 0.65952 1.53366 1.22026
F 1.35474 3.36669 0.18956
O 0.97952 1.15763 -3.12411
O -2.76030 7.04727 4.10901
O -0.50149 1.53959 -1.33501
O 0.27633 2.66141 6.46141
N 0.39847 -4.06248 -0.00451
N -0.87838 -1.60323 -2.35590
N -4.46107 0.77786 -2.20769
C -3.82572 0.40738 -1.09958
C -2.77279 -0.39340 -3.48507
C 0.38632 -1.04878 -1.78964
C -1.68668 6.83793 1.69066
C -0.19970 -5.31995 -0.47289
C 0.22767 -6.54624 0.36230
C 3.07769 -3.19969 -1.36101
C -2.69511 -0.36254 -1.15289
C -3.92222 0.35229 -3.32967
C -3.88761 8.30607 2.06481
C 1.63188 2.12210 0.52858
C 5.56144 -3.40137 -2.08008
C -0.70649 4.75783 5.17126
C 2.08046 1.25708 -0.70926
C 4.42467 -2.45033 -1.60298
C 2.04758 -2.98444 -2.48586
C 0.75234 2.93531 3.86839
C -1.23183 -2.85816 -1.55863
C 0.31652 -1.52851 -0.32535
C -0.42797 -2.89267 -0.21703
C 1.58797 -1.53100 -2.67228
C -2.12873 -0.77154 -2.33047
H 2.43192 -0.91010 -2.35300
H 5.34821 -4.45124 -1.87930
H -2.41419 -0.69274 -4.45804
H -4.49904 8.94533 2.69816
H -4.43215 7.38969 1.83569
H 5.70029 -3.23992 -3.15216
H -0.74280 6.44112 2.06131
H -3.63602 8.83742 1.14672
H -2.29132 -3.00090 -1.35572
H -1.83332 -4.31945 1.54090
H 0.28105 3.28199 2.94924
H 6.50278 -3.12679 -1.60169
H 1.24778 -1.59589 0.23614
H -1.02580 -3.66925 -2.25968
H 4.72734 -2.05467 -0.63106
H 0.62462 -4.17131 0.98148
H 2.55771 -3.26964 -3.41296
H -2.94241 -2.55054 0.68550
H 1.41972 -1.25176 -3.71124
H 1.24116 -3.71099 -2.35900
H -1.50604 7.41647 0.78471
H -1.40372 5.02061 5.96291
H -1.12967 5.04848 4.21103
H 0.37112 -7.37656 -0.33025
H 1.12834 -6.36538 0.94748
H -4.44452 0.62096 -4.24620
H 3.33456 -4.26356 -1.39430
H -0.61890 -6.84599 0.98410
H 1.08285 1.90668 3.74334
H 2.69520 -3.02175 -0.35938
H -2.21083 -0.61945 -0.21457
H 1.60803 3.56514 4.11559
H -2.37469 6.01658 1.48513
H 0.24202 5.27027 5.33742
H 0.12253 -5.49077 -1.50824
H -0.19477 -0.70382 0.19464
H 4.32611 -1.65957 -2.34967
H -4.21828 0.72642 -0.14094
H -1.30239 -5.30129 -0.50763
*
```

Please write out number 2 again, unchanged.
Formula: C22H39F5IrN4OSeSi
Source: the Open Molecules 2025 dataset
Level of theory: the ωB97M-V functional and the def2-TZVPD basis

Properties
<S²>: 8.784
Calculated total energy (eV): -121089.8335
Relative energy (zero: lowest compared OMol25 entry of this formula, charge and spin) (kJ/mol): 64.4
Largest force on an atom (eV/Å): 0.55

```
! wB97M-V def2-TZVPD RIJCOSX def2/J DEFGRID3
* xyz 2 6
Ir 1.77738 -1.23636 0.83265
Se -1.01424 -0.61736 0.85525
Si 1.11579 0.03677 -2.38657
F 4.65956 -2.18997 -1.28727
F 4.53729 -4.98280 -0.99624
F 3.47830 -5.07660 -2.89211
F 5.51197 -4.30636 -2.81601
F 2.64102 -3.03264 -1.25359
O 1.42826 -0.19732 -0.76680
N 1.07098 -2.47228 2.68770
N -2.90701 1.40604 0.34787
N 3.57164 -2.46487 1.55789
N -0.90741 2.27449 0.66534
C 0.88633 2.89075 2.28204
C 3.41871 -3.01454 2.92219
C 1.01543 1.73295 3.27055
C 0.33498 1.71850 -2.59511
C -4.84259 -1.13514 -1.76186
C -3.95390 4.92478 0.00830
C -4.25939 -2.43701 -1.21144
C -4.16740 3.57012 0.02570
C -3.97230 0.43671 0.02785
C -3.04627 2.76930 0.26384
C -0.08214 -1.27476 -2.95763
C -3.97758 0.08932 -1.46002
C -1.77789 3.32071 0.47447
C 2.01191 -3.56336 3.02706
C 2.27880 0.90678 3.05388
C -2.66867 5.48371 0.22515
C 4.35420 -4.37613 -2.18976
C -1.56566 4.70184 0.45837
C 3.80530 -2.97605 -1.92095
C 0.53700 2.46080 0.85609
C 2.63476 -0.00618 -3.46022
C -1.60535 1.11875 0.58770
H 0.12580 1.89579 -3.65310
H 3.59942 -3.25093 0.91415
H -4.29652 -2.48017 -0.12013
H 3.58141 -2.21587 3.64703
H 1.01887 2.50336 -2.25526
H -3.81731 -0.44738 0.63867
H 3.15829 1.54223 2.94128
H -2.94855 -0.10417 -1.78124
H -4.33581 0.95305 -2.02544
H 1.03224 1.54031 0.55858
H 1.87436 -4.36897 2.30509
H 1.04823 2.14540 4.27992
H 4.14587 -3.80155 3.11712
H 2.22515 0.30242 2.11638
H -5.15112 3.15154 -0.13729
H 1.82966 3.43938 2.24695
H -0.41073 -1.08224 -3.98177
H -0.59004 5.13806 0.62608
H 0.12705 3.59020 2.63979
H 3.20722 -0.91670 -3.26884
H -0.60788 1.81451 -2.04334
H -4.78800 5.58684 -0.18080
H 0.13397 -2.84197 2.56700
H -4.82014 -3.29402 -1.58286
H 0.83986 3.22779 0.14512
H 0.38443 -2.26499 -2.93166
H 1.82589 -3.96227 4.02324
H 4.45462 -1.97742 1.44440
H 3.30431 0.83575 -3.26972
H 0.12576 1.09498 3.22401
H -4.91549 0.89091 0.32503
H -2.55786 6.55996 0.21255
H -3.21936 -2.55927 -1.52714
H 2.36973 -0.02163 -4.51899
H -4.94047 -1.21529 -2.84439
H -5.84987 -0.97965 -1.36530
H 2.45981 0.22004 3.88241
H -0.96781 -1.30677 -2.31167
H 1.02319 -1.82381 3.46981
*
```

Which of these has the lowest calculated total energy? C22H39F5IrN4OSeSi

calculated total energy of number 2 (C22H39F5IrN4OSeSi)? -121089.8335 eV